Arrangement P

Formula: C8H16O2
Source: the OMol25 dataset
Level of theory: ωB97M-V with the def2-TZVPD basis set

The geometry in XYZ format:
```
26
C8H16O2 (ωB97M-V with the def2-TZVPD basis set)
H -2.45 -1.26 0.89
H 2.63 0.84 0.12
H -0.39 -0.26 1.58
H 2.11 1.26 -1.51
C -0.59 -1.66 -0.03
H 1.15 -1.05 1.11
H -2.37 -2.78 -0.14
H -0.24 0.73 -2.14
H 2.27 -0.44 -1.05
H -0.39 -3.40 -1.28
C -1.33 2.08 0.68
H 1.01 -3.09 -0.24
H 0.75 1.72 2.17
H 0.73 -2.09 -1.66
H -1.94 1.67 -0.13
C 0.15 1.94 0.33
O -0.43 0.21 -1.34
C -1.86 -1.92 0.26
C 0.23 -2.62 -0.85
H 0.40 2.68 -0.45
O 0.98 2.29 1.43
H -1.57 1.55 1.60
C 1.98 0.55 -0.70
H -1.58 3.13 0.82
C 0.22 -0.61 0.75
C 0.53 0.55 -0.22
```

- Structure (SMILES): C=C(C)C[C@@](C)(O)[C@@H](C)O
- Lowest unoccupied orbital energy: 0.7 eV
- Charge: 0
- Frontier orbital gap: 9.66 eV

Here are the Löwdin charges for atoms 1 to 6, given in e: H 0.0563; H 0.0906; H 0.1039; H 0.0888; C -0.3672; H 0.1251

***

Arrangement Q

Formula: C8H16O2
Source: the OMol25 dataset
Level of theory: ωB97M-V with the def2-TZVPD basis set

The geometry in XYZ format:
```
26
C8H16O2 (ωB97M-V with the def2-TZVPD basis set)
H -2.07 -1.40 -1.14
H -0.57 -1.34 -2.06
H 1.84 -2.81 1.40
H -1.21 -0.95 0.79
H 0.66 2.29 0.93
C -1.51 -0.83 -1.88
C -0.40 0.78 -0.20
H -0.91 2.78 0.27
H -0.84 1.17 -2.24
H 0.41 -2.86 0.23
H 2.99 -0.65 1.71
C -1.28 0.60 -1.42
H -2.10 -0.82 -2.80
H 1.67 -0.23 2.81
H -0.56 0.30 1.89
C 2.01 -0.19 1.77
C 1.10 -2.28 0.82
O 1.15 -0.21 -0.69
H 2.11 0.86 1.50
H -3.04 0.73 -0.54
H 0.48 2.65 -0.80
C -0.46 -0.18 0.92
H 2.04 0.02 -1.03
C 1.02 -0.91 0.87
O -2.53 1.27 -1.17
C 0.00 2.20 0.07
```

- Lowest unoccupied orbital energy (spin up / spin down): 0.6 / 0.6 eV
- Charge: 0
- Frontier orbital gap (spin up / spin down): 7.16 / 7.16 eV

Here are the Löwdin charges for atoms 1 to 6, given in e: H 0.0804; H 0.0816; H 0.0309; H 0.1048; H 0.0766; C -0.0303

***

Energetically preferred structure: arrangement P | next structure: +0.1153 hartree

***

Arrangement P

Formula: C5H15NO2
Source: the OMol25 dataset
Level of theory: ωB97M-V with the def2-TZVPD basis set

The geometry in XYZ format:
```
23
C5H15NO2 (ωB97M-V with the def2-TZVPD basis set)
C 1.70 1.36 0.77
C 0.68 0.46 0.25
H -1.41 0.58 -0.34
H 2.23 -2.03 -0.30
H -2.26 -2.07 1.50
C 2.01 -1.51 0.57
H -1.29 -0.42 -2.65
C -0.55 2.53 -0.43
H -1.30 -2.01 -3.01
H 2.91 -0.83 0.66
O -1.71 -1.51 2.03
H 1.39 2.20 1.36
H -1.02 -1.08 1.52
H 2.52 1.72 -0.01
H -1.43 3.20 -0.04
H 1.75 -2.03 1.49
H 0.02 -1.54 -0.25
O -1.77 -1.22 -3.07
H 2.25 0.73 1.49
H 0.18 3.11 0.12
C 0.76 -0.85 0.28
H -0.51 2.61 -1.53
N -0.54 1.10 -0.05
```

- Lowest unoccupied orbital energy (spin up / spin down): -3.2 / -7.3 eV
- Charge: +1
- 2S+1: 2
- Frontier orbital gap (spin up / spin down): 11.45 / 7.71 eV

Here are the Löwdin charges for atoms 1 to 6, given in e: C -0.0179; C -0.2967; H 0.1833; H 0.0870; H 0.0341; C -0.0307

***

Arrangement Q

Formula: C5H15NO2
Source: the OMol25 dataset
Level of theory: ωB97M-V with the def2-TZVPD basis set

The geometry in XYZ format:
```
23
C5H15NO2 (ωB97M-V with the def2-TZVPD basis set)
C 1.02 0.90 -1.42
H 2.12 -0.32 0.51
C 2.03 -0.94 -0.25
H -2.00 -2.59 -0.86
H 2.98 -0.87 -0.86
H 0.70 -1.10 -2.08
O -0.42 0.09 1.75
C -1.16 0.11 0.48
H 1.43 1.46 -0.61
H 1.76 1.02 -2.29
H -0.23 2.40 1.10
C -0.53 -1.01 -0.42
C 0.82 -0.58 -1.10
H -0.19 -1.91 0.24
H 0.56 0.27 1.54
N -1.52 -1.75 -1.29
H 1.98 -2.03 0.00
H -1.33 1.18 0.09
H -2.19 -0.32 0.57
H -0.95 2.15 2.12
O -0.27 2.67 1.97
H 0.22 1.42 -1.78
H -1.78 -1.50 -2.16
```

- Lowest unoccupied orbital energy (spin up / spin down): -3.7 / -8.8 eV
- Charge: +1
- 2S+1: 2
- Frontier orbital gap (spin up / spin down): 10.65 / 5.48 eV

Here are the Löwdin charges for atoms 1 to 6, given in e: C -0.0631; H 0.0174; C -0.0414; H 0.1951; H 0.1356; H 0.1430

***

Energetically preferred structure: arrangement P | next structure: +0.0626 hartree